26
Properties=species:S:1:pos:R:3:forces:R:3:lowdin_charge:R:1 method="wB97M-V/def2-TZVPD" gap_ev=7.75 total_charge=+1 energy_ev=-16039.77345 e_homo_ev=-11.887
H 2.890747 -1.682835 -1.784906 0.7295 0.7792 0.9473 0.159
H -0.892212 2.574071 0.418112 -0.6491 -2.1612 -1.0541 0.173
O 2.687465 0.387387 -1.269367 0.6847 -2.1865 -0.0104 -0.054
C 3.441436 -0.031324 0.844285 0.4108 0.2682 0.3173 -0.094
H 0.665435 0.592274 0.690101 -0.2726 0.1352 0.3573 0.103
H -2.628007 -1.057337 1.337390 0.8767 -0.2384 -2.1318 0.169
H -2.509744 -2.091597 -0.202528 0.1551 -0.8162 -0.0754 0.106
N -2.554078 1.300838 -0.123877 0.8007 -0.0926 -1.2334 -0.094
H -2.821184 0.114032 -1.735540 0.0298 -1.2616 1.3462 0.145
C -0.758017 -0.832426 0.144611 -2.0324 -2.1206 -0.5993 -0.233
C -2.219851 -1.167189 0.244154 -0.8085 1.6390 0.8697 -0.035
C -3.002058 0.016829 -0.614723 -0.4629 1.3048 0.1336 -0.125
C -1.154566 1.532136 -0.072551 0.9718 1.6092 -1.1696 -0.177
C 3.184380 0.882333 -0.101976 -0.5219 -2.4630 0.5229 -0.155
N 3.301567 -1.383025 0.305302 1.2433 -0.3387 -1.8403 -0.014
H -0.765718 0.635204 1.803534 0.0363 -0.9051 -0.1097 0.144
H 0.900306 -1.446344 -0.937189 -0.4813 0.4559 1.2281 0.138
H 4.244004 -1.832427 0.045703 -1.4124 1.1597 0.7799 0.158
H -3.000977 1.669849 0.654430 -1.1839 0.4829 1.5253 0.099
H -0.680855 1.510370 -1.123054 -0.7497 0.1456 1.4548 0.150
O -0.114442 -1.627076 -0.668952 0.3320 1.7819 0.7159 0.147
H -4.137993 -0.039366 -0.448317 1.8268 -0.2751 -0.2232 0.150
H 3.167276 1.913616 -0.118494 0.2904 1.9862 0.3938 0.108
C -0.417362 0.421984 0.790286 2.1028 0.5015 -0.6944 -0.075
H 3.738381 0.117295 1.909443 -0.1995 -0.1884 -1.3378 0.131
N 2.602098 -1.141286 -0.943217 -1.7166 0.7981 -0.1125 -0.022